*one*
{"formula": "C3H6N2", "method": "ωB97M-V with the def2-TZVPD basis set", "elements": ["H", "N", "C", "N", "C", "C", "H", "H", "H", "H", "H"], "xyz": [[1.4831, 1.8687, -0.0789], [0.5403, 1.4842, 0.0515], [0.5249, 0.2145, 0.0404], [1.6219, -0.6000, -0.0393], [-0.7712, -0.5208, 0.0462], [-1.9318, 0.1235, -0.0239], [1.5835, -1.6037, -0.1050], [2.5483, -0.1804, 0.0691], [-0.7716, -1.6007, 0.2193], [-2.8774, -0.3952, -0.0087], [-1.9498, 1.2100, -0.1707]], "nbo_charge": [0.328, -0.719, 0.403, -0.826, -0.280, -0.309, 0.395, 0.390, 0.199, 0.196, 0.223], "spin_multiplicity": 1, "homo_lumo_gap_ev": 10.08, "smiles": "[H]/N=C(\\N)C=C"}

=====

*two*
{"formula": "C3H6N2", "method": "ωB97M-V with the def2-TZVPD basis set", "elements": ["C", "C", "N", "N", "C", "H", "H", "H", "H", "H", "H"], "xyz": [[-1.7033, 1.7658, 0.1012], [-1.4154, 0.5334, -0.2019], [-0.8980, -0.5777, -0.3737], [0.4111, -0.4047, 0.2421], [1.4862, -1.2108, -0.2698], [-2.0310, 2.0193, 1.1034], [-1.4918, 2.5433, -0.6222], [0.2611, -0.5338, 1.2341], [1.3742, -2.3003, -0.1645], [2.3739, -0.8676, 0.2762], [1.6329, -0.9670, -1.3249]], "nbo_charge": [-0.584, 0.388, -0.317, -0.484, -0.414, 0.238, 0.241, 0.351, 0.174, 0.207, 0.200], "spin_multiplicity": 1, "homo_lumo_gap_ev": 9.92, "smiles": "C=C=NNC"}

=====

The most stable of them is *one*.

=====

*one*
{"formula": "C2H3ClF2S", "method": "ωB97M-V with the def2-TZVPD basis set", "elements": ["F", "C", "F", "C", "S", "H", "H", "Cl", "H"], "xyz": [[0.4577, -1.8004, 0.7328], [-0.6093, -1.1183, 0.3257], [-1.3304, -1.8439, -0.5316], [-0.8887, 0.1116, 0.7196], [-2.2652, 1.0592, 0.2126], [-0.2345, 0.6093, 1.4165], [-2.7849, 0.1460, -0.6108], [3.0054, 0.4675, 0.0728], [3.1067, -0.5343, -0.7105]], "nbo_charge": [-0.306, 0.714, -0.312, -0.532, 0.047, 0.253, 0.136, -0.268, 0.268], "spin_multiplicity": 1, "homo_lumo_gap_ev": 9.46, "smiles": "FC(F)=CS.Cl"}

=====

*two*
{"formula": "C2H3ClF2S", "method": "ωB97M-V with the def2-TZVPD basis set", "elements": ["F", "C", "F", "Cl", "C", "S", "H", "H", "H"], "xyz": [[-1.5847, 0.5442, 0.8807], [-0.9240, 0.0223, -0.1442], [-0.9314, 0.8508, -1.2117], [-1.9295, -1.3880, -0.6154], [0.4628, -0.4486, 0.2856], [1.5055, 0.9957, 0.7108], [0.4737, -1.2620, 1.0671], [1.0603, -0.8870, -0.5529], [1.8673, 1.5727, -0.4200]], "nbo_charge": [-0.313, 0.680, -0.318, -0.074, -0.615, -0.031, 0.277, 0.257, 0.136], "spin_multiplicity": 1, "homo_lumo_gap_ev": 10.48, "smiles": "FC(F)(Cl)CS"}

=====

The most stable of them is *two*.

=====

*one*
{"formula": "C2H9NS2", "method": "ωB97M-V with the def2-TZVPD basis set", "elements": ["S", "S", "H", "H", "C", "C", "N", "H", "H", "H", "H", "H", "H", "H"], "xyz": [[-2.8723, 1.4358, -0.4164], [-3.4780, -0.4203, 0.1954], [-2.7794, 1.9018, 0.8721], [-2.3979, -0.9580, -0.3981], [1.3664, 0.6512, -0.6098], [1.1334, -0.2037, 0.6804], [0.8273, -1.5828, 0.3767], [1.8594, 0.0261, -1.3509], [1.8731, 1.6121, -0.4793], [0.3943, 0.9562, -0.9832], [0.3271, 0.2775, 1.2408], [2.0739, -0.0496, 1.2111], [1.6299, -2.0014, -0.0836], [0.0428, -1.6449, -0.2551]], "lowdin_spin": [0.470, 0.454, 0.027, 0.028, 0.004, 0.002, 0.012, 0.000, 0.001, 0.002, 0.000, 0.000, 0.000, 0.001], "spin_multiplicity": 2, "s_squared": 0.754, "homo_lumo_gap_ev": [6.69, 2.82], "total_charge": 1}

=====

*two*
{"formula": "C2H9NS2", "method": "ωB97M-V with the def2-TZVPD basis set", "elements": ["S", "S", "H", "H", "C", "C", "N", "H", "H", "H", "H", "H", "H", "H"], "xyz": [[-3.8608, 0.5749, -6.5526], [-3.1539, 2.4691, -6.2818], [-4.8276, 0.3727, -5.6388], [-2.5584, 2.3118, -5.1082], [0.7377, 0.1842, 1.9841], [1.7227, -1.0527, 2.0226], [2.0915, -1.3183, 3.3612], [0.7494, 0.8711, 2.8273], [1.1266, 0.7845, 1.1642], [-0.2040, -0.2077, 1.6122], [1.3805, -1.9243, 1.4916], [2.5729, -0.8038, 1.3943], [1.2967, -1.4041, 3.9965], [2.9268, -0.8574, 3.7275]], "lowdin_spin": [0.000, 0.000, 0.000, 0.000, 0.109, 0.100, 0.713, -0.001, 0.015, 0.004, 0.029, -0.001, 0.015, 0.016], "spin_multiplicity": 2, "s_squared": 0.754, "homo_lumo_gap_ev": [6.85, 1.77], "total_charge": 1}

=====

The most stable of them is *two*.

=====

*one*
{"formula": "CH7N2O2P", "method": "ωB97M-V with the def2-TZVPD basis set", "elements": ["C", "N", "N", "P", "O", "O", "H", "H", "H", "H", "H", "H", "H"], "xyz": [[0.9305, 0.1629, -1.1327], [0.1679, -0.2275, -0.0130], [0.2869, -1.7741, 0.3206], [-1.4803, 0.3182, 0.3082], [-1.7058, -0.0983, 1.7948], [-0.9271, 1.7828, 0.5447], [0.8367, 1.2370, -1.5725], [1.9923, 0.0063, -1.0713], [0.6995, -0.3851, -2.1242], [1.1004, -1.7996, 0.9741], [0.6078, -2.4113, -0.4261], [-1.2172, 0.6296, 2.3497], [-1.2915, 2.5591, 0.0479]], "nbo_charge": [-0.439, -0.630, -0.688, 1.493, -0.990, -1.032, 0.216, 0.198, 0.156, 0.349, 0.346, 0.503, 0.519], "spin_multiplicity": 1, "homo_lumo_gap_ev": 8.98, "smiles": "CN(N)P(O)O"}

=====

*two*
{"formula": "CH7N2O2P", "method": "ωB97M-V with the def2-TZVPD basis set", "elements": ["C", "P", "O", "O", "N", "N", "H", "H", "H", "H", "H", "H", "H"], "xyz": [[1.8416, 0.2258, -0.1717], [-0.2373, 0.3724, 0.1420], [-0.3852, 0.7968, -1.4521], [-0.0233, 1.8840, 0.8647], [-1.7364, -0.0651, 0.6446], [-2.1313, -1.3492, 0.3647], [2.3288, 0.6071, 0.7145], [2.0697, -0.7154, -0.5563], [1.7112, 1.0410, -0.8536], [-1.2064, 0.9539, -1.8933], [-0.8036, 1.8524, 1.4129], [-2.0091, -1.9184, 1.2415], [-1.7856, -1.7721, -0.4361]], "nbo_charge": [-0.789, 1.886, -1.028, -0.966, -0.813, -0.659, 0.231, 0.216, 0.241, 0.513, 0.495, 0.343, 0.331], "spin_multiplicity": 1, "homo_lumo_gap_ev": 8.00, "smiles": "CP(O)(O)=NN"}

=====

The most stable of them is *one*.